No. 1
Formula: C16H11Cl4NO2S
Source: the OMol25 dataset
Level of theory: wB97M-V/def2-TZVPD

```
35
Properties=species:S:1:pos:R:3:forces:R:3:lowdin_charge:R:1
Cl -0.412033 0.977722 3.389283 0.4 -0.2 0.0 0.726
C 0.446193 -0.518545 3.362390 -2.6 -0.7 0.0 -0.664
C -0.256721 -1.691543 3.353602 -0.7 2.4 0.0 -0.593
Cl -1.981093 -1.662274 3.343968 0.4 -0.3 0.0 0.742
C 0.406309 -2.964081 3.347634 -1.8 -2.0 0.0 -0.338
O -0.225878 -4.005270 3.337000 0.7 0.7 0.0 0.149
C 1.888644 -2.966613 3.356097 1.8 -2.0 0.0 -0.337
O 2.516929 -4.011073 3.367363 -0.8 0.7 0.0 0.151
C 2.557073 -1.697521 3.352572 0.8 2.4 0.0 -0.591
Cl 4.281868 -1.678519 3.345715 -0.5 -0.3 0.0 0.753
C 1.858825 -0.521259 3.355754 2.7 -0.6 0.0 -0.674
Cl 2.721807 0.972558 3.346796 -0.4 -0.3 0.0 0.720
C -2.169254 1.684503 0.419356 -0.7 -0.1 0.6 -0.305
S -2.524601 2.006171 -1.334722 3.2 0.9 0.3 1.040
C -2.682742 3.800581 -1.137002 -0.4 0.2 -0.1 -0.278
C -0.819191 2.001510 -1.902803 -1.4 0.6 -0.1 -0.358
C -0.157349 0.832888 -2.247753 -0.4 -0.8 -0.2 -0.343
C 1.214113 0.837753 -2.618861 -0.4 0.0 0.2 -0.049
C 1.841227 -0.319577 -2.983914 -0.1 -0.1 0.0 -0.041
C 1.152755 -1.537888 -3.005453 -0.7 1.1 0.4 -0.277
C 1.782051 -2.702653 -3.421941 1.5 -2.7 -1.0 -0.229
N 2.301755 -3.682174 -3.783278 -0.7 1.3 0.5 0.131
C -0.192950 -1.561127 -2.622396 0.2 -0.1 -0.1 -0.040
C -0.832453 -0.415685 -2.245183 0.5 0.2 0.0 -0.078
H -1.925241 0.635583 0.570559 0.0 -0.1 -0.3 0.041
H -1.324802 2.286125 0.748237 0.0 0.1 -0.4 0.046
H -3.038273 1.930251 1.025177 -0.2 -0.1 0.1 0.051
H -2.826057 4.278904 -2.103173 0.0 -0.2 -0.1 0.061
H -3.548102 4.019093 -0.514791 -0.1 -0.2 0.0 0.056
H -1.797302 4.221618 -0.667046 0.1 -0.3 0.0 0.060
H -0.305228 2.940913 -1.970649 -0.3 0.5 0.2 0.058
H 1.758341 1.765221 -2.600375 0.1 0.2 0.0 0.104
H 2.878869 -0.312870 -3.266608 0.3 0.1 -0.1 0.115
H -0.719970 -2.499074 -2.641099 -0.1 -0.2 0.0 0.116
H -1.867507 -0.443636 -1.954451 -0.3 -0.2 0.0 0.077
```
Positions in Å, forces in eV/Å.

Properties
Lowest unoccupied orbital energy in Ha: -0.1040
ΔE to the lowest compared entry with this formula, charge and spin in kcal per mole: 22.9
Frontier orbital gap in eV: 3.834

No. 2
Formula: C16H11ClIrN3O11S
Source: the OMol25 dataset
Level of theory: wB97M-V/def2-TZVPD

```
44
Properties=species:S:1:pos:R:3:forces:R:3:lowdin_charge:R:1
Ir -0.324937 0.447211 1.016708 1.9 -2.3 -0.7 1.510
O -2.711795 -1.052669 3.364207 0.2 0.2 0.2 -0.230
Cl -1.355390 -1.248058 3.035334 -0.7 -0.5 0.0 0.734
O -0.732766 -2.271320 3.775605 0.1 0.2 0.0 -0.227
O -0.586422 0.032906 3.134744 0.5 0.6 -0.8 -0.402
O -1.239984 -1.529286 1.575626 -0.3 0.4 -0.7 -0.427
O 1.689882 1.273197 1.200849 -0.9 0.9 0.0 -0.045
C 2.197526 0.132700 1.006175 0.2 0.1 -0.1 -0.575
O 1.403856 -0.816036 0.754413 -0.9 0.3 0.7 -0.062
C 3.661748 -0.070762 1.041677 0.0 0.1 -0.1 -0.122
C 4.512729 1.020957 0.908687 0.0 0.0 0.0 0.019
C 5.881481 0.821702 0.896650 0.1 0.1 0.0 0.024
C 6.365759 -0.466208 1.033966 -0.2 0.0 0.0 -0.126
C 5.534570 -1.561073 1.181847 0.1 -0.1 0.0 0.024
C 4.166434 -1.358597 1.180944 -0.1 0.0 0.0 0.019
N 7.828036 -0.679978 1.023105 0.0 0.0 0.0 -0.351
O 8.226391 -1.818391 1.137733 0.0 -0.1 0.0 0.089
O 8.534265 0.296200 0.898289 0.0 0.1 0.0 0.090
H 4.098319 2.014736 0.810432 0.0 0.0 0.0 0.129
H 6.572978 1.642934 0.781940 0.0 0.0 0.0 0.125
H 5.960469 -2.547129 1.290878 0.0 0.0 0.0 0.125
H 3.481566 -2.188305 1.290113 0.0 0.0 0.0 0.129
C -0.638955 0.107319 -3.501215 0.0 0.0 -0.1 0.000
C -0.397194 0.408386 -2.103515 0.0 0.3 -0.2 -0.112
N -0.237235 0.679393 -1.006889 -0.2 -0.8 0.9 0.094
H -0.944734 -0.933744 -3.593082 0.0 0.0 0.0 0.101
H 0.268239 0.272434 -4.079660 0.0 0.0 0.0 0.099
H -1.432373 0.753009 -3.875061 0.0 0.0 0.0 0.107
O -6.266306 2.763864 0.355823 0.0 -0.1 0.0 -0.282
S -5.129342 2.682645 -0.508623 0.1 0.0 0.0 0.635
O -5.071220 3.532023 -1.662258 0.0 0.0 0.0 -0.293
N -3.742607 2.821644 0.352085 0.0 0.2 0.2 0.007
C -3.050262 1.733546 0.343614 0.0 -0.6 -0.4 -0.474
O -1.920885 1.654888 0.950937 0.1 0.8 1.1 -0.199
C -3.655590 0.597735 -0.449709 0.2 -0.1 0.1 -0.133
C -3.190085 -0.689590 -0.662932 -0.1 -0.1 -0.1 -0.042
C -3.952730 -1.551717 -1.446277 0.1 0.0 0.0 -0.063
C -5.152746 -1.132319 -2.008997 0.0 0.1 0.0 -0.064
C -5.619967 0.159697 -1.792063 -0.1 0.0 0.0 -0.025
C -4.853431 0.994795 -1.008474 0.0 0.1 0.0 -0.209
H -2.275939 -1.045283 -0.210351 -0.1 0.0 -0.1 0.063
H -3.612080 -2.567345 -1.605009 0.0 0.0 0.0 0.108
H -5.734870 -1.817571 -2.611183 0.0 0.0 0.0 0.108
H -6.554383 0.501454 -2.217101 0.0 0.0 0.0 0.125
```
Positions in Å, forces in eV/Å.

Properties
Lowest unoccupied orbital energy in Ha: -0.0835
ΔE to the lowest compared entry with this formula, charge and spin in kcal per mole: 47.8
Frontier orbital gap in eV: 7.148

No. 3
Formula: C16H11ClN4O3S
Source: the OMol25 dataset
Level of theory: wB97M-V/def2-TZVPD

```
36
Properties=species:S:1:pos:R:3:forces:R:3:lowdin_charge:R:1
O 2.873938 -0.318230 2.437045 3.1 -2.3 2.2 0.125
O 1.018086 3.308999 -3.005129 -0.4 1.5 0.8 0.122
Cl -1.235063 -3.839547 -1.806412 1.0 0.5 1.0 0.641
N -4.829266 1.115105 2.777537 1.2 -1.6 -1.9 -0.328
N -3.969074 0.601974 1.899677 -1.3 2.4 2.9 0.028
O 1.374227 3.919635 -0.761129 -0.5 -0.8 -3.9 0.083
S -4.249609 2.416595 3.663948 -0.3 -0.4 -0.6 1.043
C 2.088022 -0.084556 1.594288 -1.4 0.6 -0.1 -0.457
C 1.225049 3.019231 -1.862521 1.6 -0.2 0.2 -0.412
C 0.531466 -3.236704 0.324603 -1.2 -2.2 -0.1 -0.103
C -1.636755 3.120618 3.024532 1.5 0.0 -0.5 -0.086
C 1.288230 -2.400164 1.098776 0.4 1.3 0.5 0.015
C -0.487092 2.918699 2.296128 -1.2 -1.3 -1.1 0.028
C -1.634810 0.983789 1.306306 2.9 -0.5 -2.2 0.066
C -0.027570 -1.423915 -1.199408 0.1 -1.9 1.4 -0.012
C -0.172758 -2.829191 -0.807642 0.5 3.4 -1.5 -0.582
C -2.779020 1.354611 1.969280 -1.0 -2.9 -1.7 -0.368
C -2.767277 2.371598 2.821760 -0.5 1.8 1.9 -0.531
C 1.395687 -1.048083 0.719609 -0.2 -0.4 1.2 -0.084
C -0.487619 1.843151 1.311135 -2.0 0.3 2.8 -0.170
C 0.676718 -0.557130 -0.329038 -1.1 -0.5 -3.1 -0.156
N 1.715622 1.217928 1.567107 -0.4 1.2 -1.8 0.128
N 0.739584 1.647015 0.656264 -0.9 0.3 -1.1 -0.110
C 1.530742 1.504375 -1.672470 0.0 0.8 2.9 -0.026
C 0.571017 0.919896 -0.648479 -0.6 0.4 1.1 -0.217
H 1.411354 3.323711 -0.031380 -0.1 -0.9 1.5 0.027
H 0.379978 -4.279995 0.641379 0.2 0.5 -0.1 0.119
H -1.624097 3.795003 3.814387 0.0 1.4 1.2 0.093
H 1.702329 -2.695525 2.082729 -0.1 0.0 -1.0 0.143
H 0.381824 3.538620 2.487760 0.0 -0.2 -0.2 0.117
H -1.627726 -0.020430 0.782150 0.0 1.5 0.4 0.144
H -0.442791 -0.973288 -2.102251 -0.3 -0.5 0.3 0.120
H 2.441560 1.898522 1.806823 -0.4 -0.5 -0.1 0.172
H 2.546120 1.259058 -1.331240 0.0 0.5 -0.2 0.143
H 1.345253 1.073315 -2.597381 -0.1 -0.8 -1.8 0.100
H -0.498223 1.175021 -0.994702 1.6 -0.5 0.6 0.184
```
Positions in Å, forces in eV/Å.

Properties
Lowest unoccupied orbital energy in Ha: -0.0157
ΔE to the lowest compared entry with this formula, charge and spin in kcal per mole: 0.0
Frontier orbital gap in eV: 8.731
SMILES: O=C(O)C[C@H]1c2cc(Cl)ccc2C(=O)NN1c1ccc2snnc2c1